1.
ORCA calculation (wB97M-V/def2-TZVPD) on a cluster of 2 separate species, CH3IN2O in total at a distorted geometry.

Values from the calculation:
Highest occupied orbital energy: -9.45 eV
Strongest force on any atom: 2.797 eV Å⁻¹
SMILES: [H]/N=N\[H].O=CI
Energy relative to the best compared isomer or geometry (same formula, charge and spin): 43.1 kcal/mol
Gap between HOMO and LUMO: 9.19 eV

Structure (ORCA input):
```
! wB97M-V def2-TZVPD RIJCOSX def2/J DEFGRID3
* xyz 0 1
I 1.85 -1.81 -0.79
C -0.02 -0.96 -1.43
H -1.34 0.74 1.06
N -0.64 0.63 1.78
H 0.59 1.57 0.66
H -0.69 -1.37 -0.71
N 0.41 1.25 1.67
O -0.16 -0.06 -2.23
*
```


2.
ORCA calculation (wB97M-V/def2-TZVPD) on a cluster of 2 separate species, CH3INP in total at a distorted geometry.

Values from the calculation:
Highest occupied orbital energy: -8.99 eV
Strongest force on any atom: 6.291 eV Å⁻¹
Energy relative to the best compared isomer or geometry (same formula, charge and spin): 69.4 kcal/mol
Gap between HOMO and LUMO: 7.78 eV

Structure (ORCA input):
```
! wB97M-V def2-TZVPD RIJCOSX def2/J DEFGRID3
* xyz 0 1
C -0.22 0.73 -0.06
I -2.29 0.26 0.21
H 0.01 2.10 0.88
H 1.66 -2.36 -0.26
P 0.35 -1.75 0.16
H -0.11 1.29 -0.98
N 0.61 -0.27 0.04
*
```


What did the first record say?
ORCA calculation (wB97M-V/def2-TZVPD) on a cluster of 2 separate species, CH3IN2O in total at a distorted geometry.

Values from the calculation:
Highest occupied orbital energy: -9.45 eV
Strongest force on any atom: 2.797 eV Å⁻¹
SMILES: [H]/N=N\[H].O=CI
Energy relative to the best compared isomer or geometry (same formula, charge and spin): 43.1 kcal/mol
Gap between HOMO and LUMO: 9.19 eV

Structure (ORCA input):
```
! wB97M-V def2-TZVPD RIJCOSX def2/J DEFGRID3
* xyz 0 1
I 1.85 -1.81 -0.79
C -0.02 -0.96 -1.43
H -1.34 0.74 1.06
N -0.64 0.63 1.78
H 0.59 1.57 0.66
H -0.69 -1.37 -0.71
N 0.41 1.25 1.67
O -0.16 -0.06 -2.23
*
```


strongest force on any atom of number 2 (CH3INP)?
6.291 eV Å⁻¹